Here is one molecule with the formula C7H14 from the OMol25 dataset. Energies are from ωB97M-V/def2-TZVPD.

Each line ends with the Mulliken charge.
Geometry (Å):
C: -1.1071 -1.6735 -1.0503  -0.649
C: -0.3399 0.0519 0.7555  -0.955
C: -1.5928 -2.1940 0.2733  -0.654
C: 1.2777 0.7507 -1.0875  -1.360
C: 0.9136 0.8655 0.3947  0.795
C: 0.7249 2.3305 0.7909  -1.554
C: -0.3460 -1.3602 0.2084  -0.045
H: -1.6698 -0.8611 -1.5052  0.244
H: 0.4091 0.9683 -1.7214  0.281
H: 1.7524 0.4599 0.9808  0.171
H: -0.4385 0.0290 1.8504  0.300
H: -0.0257 2.8073 0.1469  0.351
H: 1.6271 -0.2556 -1.3402  0.330
H: -1.2304 0.5793 0.3792  0.321
H: -0.6859 -2.3760 -1.7639  0.262
H: 1.6590 2.8944 0.6868  0.402
H: 2.0712 1.4598 -1.3504  0.427
H: 0.3852 2.4278 1.8288  0.374
H: -1.4894 -3.2570 0.4730  0.257
H: 0.5893 -1.9033 0.3459  0.456
H: -2.4840 -1.7439 0.7045  0.245

Calculated values
Relative energy (zero: lowest compared OMol25 entry of this formula, charge and spin) ... 78.2 kJ/mol
HOMO energy ... -10.09 eV
Total energy ... -275.0865 Ha
Lowest unoccupied orbital energy ... 1.23 eV
SMILES ... CC(C)CC1CC1
Frontier orbital gap ... 11.3 eV

=====

Here is a 3-piece molecular cluster, C7H14 overall from the OMol25 dataset. Energies are from ωB97M-V/def2-TZVPD.

Each line ends with the Mulliken charge.
Geometry (Å):
C: -0.2547 1.6853 0.8382  0.581
C: 0.9061 -1.3145 -1.1244  0.236
C: -1.5787 1.0750 0.9973  -0.450
C: 0.7444 2.0273 0.0477  -0.771
C: -0.8455 1.7108 2.1797  -0.498
C: 0.4674 -2.5280 -0.8016  -0.916
C: 0.7029 -0.6734 -2.4663  -1.039
H: 0.7252 1.8013 -1.0150  0.205
H: -1.6554 -0.0098 0.9780  0.118
H: 1.6179 2.5501 0.4280  0.231
H: -0.1012 -3.1314 -1.5066  0.236
H: 0.3187 0.3478 -2.3729  0.199
H: -0.4173 -1.7675 1.6676  -0.240
H: 0.6694 -2.9702 0.1703  0.335
H: -2.4465 1.5916 0.5931  0.223
H: 1.6530 -0.6084 -3.0109  0.261
H: -0.3059 -1.5192 2.3603  0.200
H: -0.4446 1.0508 2.9469  0.162
H: 1.4630 -0.7346 -0.3875  0.367
H: -1.2162 2.6623 2.5556  0.226
H: -0.0019 -1.2452 -3.0775  0.332

Calculated values
Relative energy (zero: lowest compared OMol25 entry of this formula, charge and spin) ... 375.1 kJ/mol
HOMO energy ... -9.56 eV
Total energy ... -274.9734 Ha
Lowest unoccupied orbital energy ... 1.22 eV
SMILES ... C=C1CC1.[H][H].C=CC
Frontier orbital gap ... 10.8 eV

=====

Here is one molecule with the formula C7H14 at a distorted geometry from the OMol25 dataset. Energies are from ωB97M-V/def2-TZVPD.

Each line ends with the Mulliken charge.
Geometry (Å):
C: -1.1369 -0.5133 -0.5282  0.233
C: -0.0298 1.6444 0.4040  -1.617
C: -2.3818 -0.2662 0.3173  -1.517
C: -0.0072 -1.4044 0.0429  -0.916
C: -0.0780 0.6190 -0.7228  0.377
C: 2.4272 -0.1673 0.1420  -1.487
C: 1.0520 -0.4610 -0.5890  0.184
H: 2.2361 0.0830 1.1823  0.335
H: 1.5139 -0.7893 -1.5196  0.329
H: 0.8443 2.2966 0.2932  0.351
H: 0.0420 -1.3056 1.1356  0.256
H: 2.9890 0.6728 -0.3105  0.318
H: 0.0395 1.1659 1.3885  0.360
H: -3.0414 0.4798 -0.1438  0.329
H: -2.1226 0.0915 1.3203  0.321
H: -1.4458 -0.8912 -1.5121  0.349
H: -0.9228 2.2784 0.4053  0.358
H: -0.1468 1.1535 -1.6821  0.310
H: 3.1378 -1.0216 0.1439  0.379
H: -2.9596 -1.1912 0.4371  0.400
H: -0.0092 -2.4737 -0.2044  0.348

Calculated values
Relative energy (zero: lowest compared OMol25 entry of this formula, charge and spin) ... 88.4 kJ/mol
HOMO energy ... -10.30 eV
Total energy ... -275.0826 Ha
Lowest unoccupied orbital energy ... 1.13 eV
SMILES ... C[C@@H]1[C@H](C)C[C@@H]1C
Frontier orbital gap ... 11.4 eV

=====

Here is a 2-piece molecular cluster, C7H14 overall at a distorted geometry from the OMol25 dataset. Energies are from ωB97M-V/def2-TZVPD.

Each line ends with the Mulliken charge.
Geometry (Å):
C: -1.8108 -1.7362 1.3486  -0.580
C: -1.1752 0.5534 0.1144  -1.207
C: -0.8997 -0.7770 0.6376  0.818
C: 0.8581 1.9026 -1.6994  -1.110
C: -1.1649 -2.1053 0.0373  -0.696
C: 2.0058 0.0546 -0.3195  -0.723
C: 1.0422 1.1607 -0.4108  -0.040
H: 1.0999 1.2770 -2.5707  0.301
H: -1.7135 1.2447 0.7923  0.249
H: -2.8907 -1.5598 1.3065  0.261
H: -1.3705 0.7265 -0.9262  0.419
H: -1.4970 -2.2220 2.2736  0.233
H: -1.7783 -2.2252 -0.8540  0.259
H: 0.8609 1.6534 0.5222  0.418
H: 1.5111 2.7827 -1.7391  0.307
H: -0.2942 -2.7547 0.0876  0.225
H: 2.4133 -0.3208 -1.2748  0.281
H: 0.2896 -0.8525 0.9455  0.103
H: 1.3208 -0.7449 0.2832  -0.114
H: -0.1752 2.2437 -1.7890  0.338
H: 2.8080 0.1528 0.4244  0.258

Calculated values
Relative energy (zero: lowest compared OMol25 entry of this formula, charge and spin) ... 492.7 kJ/mol
HOMO energy ... -7.60 eV
Total energy ... -274.9286 Ha
Lowest unoccupied orbital energy ... 1.02 eV
Frontier orbital gap ... 8.6 eV

=====

Here is C7H14AlBr15N3O2 as an isolated structure from the OMol25 dataset. Energies are from ωB97M-V/def2-TZVPD.

Each line ends with the Mulliken charge.
Geometry (Å):
Br: -5.6128 3.6935 1.7923  -0.035
Br: -0.9325 -0.1089 0.8040  0.049
Br: -4.8153 0.6861 2.4587  -0.011
Br: -8.6178 -0.8737 -0.6294  -0.007
Br: -5.6498 1.4839 -0.4937  -0.037
Br: -1.7532 0.6815 -2.1673  -0.019
Br: 0.8883 -3.0765 2.3279  -0.011
Br: -0.8217 -3.0096 5.0059  -0.041
Br: -1.7200 2.8914 0.1114  0.002
Br: 1.9144 0.4326 -5.4347  -0.018
Br: 4.6619 1.8225 -4.6187  -0.001
Br: -8.2341 -1.7577 2.3978  -0.009
Br: 1.2258 -5.3823 4.4847  -0.037
Br: -6.7953 -3.3817 0.0711  -0.015
Br: 1.9242 3.4034 -4.3364  -0.017
Al: 4.2233 -0.2927 0.7201  0.202
O: 5.8067 0.6755 0.8951  -0.188
O: 6.8274 2.4185 0.2559  -0.476
N: 5.7602 1.9389 0.5310  0.248
N: 2.0087 -1.2805 -1.7480  -0.608
N: 3.4555 -0.4105 2.4394  -0.527
C: -7.4286 -1.6690 0.6551  0.265
C: -2.0070 1.0342 -0.2930  0.311
C: 2.9014 2.0790 -5.3334  -0.338
C: 2.9742 0.6836 -0.5355  -0.704
C: -5.9065 1.8439 1.3784  -0.311
C: 2.6508 0.0422 -1.8847  0.184
C: 0.8460 -3.5204 4.1864  -0.364
H: 1.6407 -1.3660 -0.8097  0.120
H: 1.6281 -2.9493 4.6668  0.380
H: 2.7585 -1.1484 2.4060  0.084
H: 3.4144 1.6728 -0.7326  0.505
H: 4.6290 -1.7718 0.2353  -0.309
H: 2.0312 0.8823 -0.0028  0.136
H: -6.5659 -1.0216 0.7369  -0.249
H: 1.2120 -1.3507 -2.3667  0.251
H: 2.9201 0.4357 2.6195  0.191
H: -6.9401 1.6225 1.6060  0.392
H: 3.0095 2.4492 -6.3412  0.342
H: -3.0390 0.8210 -0.0659  -0.336
H: 3.5637 -0.0676 -2.4812  0.072
H: 1.9857 0.7088 -2.4600  -0.064

Calculated values
HOMO energy ... -4.81 eV
Total energy ... -39442.5074 Ha
Charge ... -1
Lowest unoccupied orbital energy ... 1.01 eV
Frontier orbital gap ... 5.8 eV

=====

Here is C7H14CaF6N3O18S6 as an isolated structure at a distorted geometry from the OMol25 dataset. Energies are from ωB97M-V/def2-TZVPD.

Each line ends with the Mulliken charge.
Geometry (Å):
Ca: -0.6208 -0.2594 0.0790  3.465
S: -0.3017 3.3937 0.4199  0.777
S: -2.5564 2.4021 1.0557  0.828
S: 2.8276 -0.4174 0.7554  0.774
S: -2.8491 -2.9770 0.5693  0.831
S: -3.8266 -1.1985 -0.9165  0.842
S: 2.1833 -2.4431 -0.4949  0.841
F: -3.1783 -0.1106 -1.8432  -0.207
F: 2.3546 1.1005 0.9123  -0.245
F: -1.4315 -3.5352 1.0846  -0.247
F: 0.8484 2.9348 -0.6020  -0.247
F: -2.6999 1.1679 2.0496  -0.251
F: 0.7626 -2.8599 -1.1249  -0.294
O: -3.4637 -2.7005 1.8192  -0.597
O: -0.0580 0.6815 -2.1894  -0.496
O: 2.3631 -3.4699 0.4615  -0.615
O: 0.4879 0.0457 4.3670  -0.394
O: -0.0803 2.5038 -3.5083  -0.391
O: 2.9980 -2.3508 -1.6452  -0.507
O: -0.9566 4.4049 -0.3332  -0.604
O: -0.3947 -0.8038 2.4772  -0.134
O: -2.6966 3.5269 1.8993  -0.602
O: 1.5088 1.0855 -3.7444  -0.414
O: -3.5219 2.0823 0.0757  -0.552
O: 0.4411 3.7644 1.5667  -0.606
O: -4.6969 -0.5399 -0.0195  -0.518
O: -4.4273 -2.1158 -1.8063  -0.566
O: 0.6741 -2.0540 4.0350  -0.435
O: 3.0856 -0.8692 2.0724  -0.567
O: -3.2746 -4.0712 -0.2267  -0.587
O: 3.9190 -0.1735 -0.1275  -0.606
N: 1.5363 -0.9895 0.0770  -0.225
N: -2.3367 -1.6886 -0.2135  -0.433
N: -1.0093 1.9703 0.5553  -0.227
C: 0.5268 -3.2936 3.3119  -0.395
C: 0.2069 -0.9431 3.5333  0.612
C: 2.3933 0.0846 -3.2415  0.736
C: 0.0098 1.3396 4.0534  -0.482
C: 3.7622 0.1755 -3.8426  -1.476
C: 0.4247 1.3669 -3.0779  0.803
C: -1.4131 2.8371 -3.1232  -0.423
H: -2.0299 3.0373 -4.0029  0.310
H: 0.9360 -4.0479 3.9744  0.259
H: -0.2954 1.8031 4.9931  0.337
H: -0.9221 1.3230 3.4922  0.042
H: 0.6801 2.0149 3.5241  0.302
H: 4.2456 1.0868 -3.4652  0.369
H: -1.4279 3.7731 -2.5695  0.223
H: 2.3687 0.0204 -2.1606  -0.396
H: -0.5096 -3.5007 3.0791  0.274
H: 3.7497 0.1714 -4.9275  0.347
H: -1.8761 2.0223 -2.5751  0.066
H: 2.0159 -0.9077 -3.5266  0.259
H: 1.1309 -3.2254 2.4114  0.075
H: 4.4141 -0.5739 -3.3968  0.366

Calculated values
HOMO energy ... -8.30 eV
Total energy ... -5459.8964 Ha
Charge ... -1
Lowest unoccupied orbital energy ... 2.41 eV
Frontier orbital gap ... 10.7 eV